[1]
ORCA calculation (ωB97M-V/def2-TZVPD) on 2 unconnected molecules or ions with the total composition C4H10N2O2.

ORCA input file:
```
! RIJCOSX wB97M-V def2-TZVPD def2/J DEFGRID3
* xyz 0 1
C 1.65 0.36 0.38
C 1.03 1.33 -0.59
O 0.72 0.99 -1.71
N 0.87 2.60 -0.12
H 1.33 -0.66 0.13
H 1.49 0.51 1.45
H 0.49 3.31 -0.71
H 1.25 2.85 0.77
H 2.72 0.39 0.22
C -1.78 -0.55 0.68
C -1.17 -1.85 0.23
O -1.10 -2.83 0.96
N -0.69 -1.88 -1.05
H -0.30 -2.75 -1.39
H -0.66 -1.06 -1.63
H -1.24 -0.22 1.55
H -2.82 -0.74 0.94
H -1.78 0.20 -0.10
*
```

Its HOMO energy is -9.61 eV. The calculation puts the total energy at -11386.672 eV. Its LUMO energy is 0.680 eV.

=====

[2]
ORCA calculation (ωB97M-V/def2-TZVPD) on 3 unconnected molecules or ions with the total composition C4H10N2O2 in a non-equilibrium geometry.

ORCA input file:
```
! RIJCOSX wB97M-V def2-TZVPD def2/J DEFGRID3
* xyz 0 1
C 0.80 0.04 0.50
C 1.42 -1.32 0.58
N 0.10 0.07 -1.48
C -0.52 0.31 0.81
N 0.24 1.40 -1.87
C -1.80 0.47 0.83
O -1.24 -0.34 -1.92
O 0.50 0.55 2.42
H -1.14 -1.30 -2.03
H 0.35 -0.26 2.92
H 1.44 0.89 0.30
H -0.55 1.97 -1.58
H 0.34 1.47 -2.88
H 0.70 -2.08 0.90
H 1.79 -1.59 -0.41
H 2.26 -1.30 1.27
H -2.36 0.32 -0.10
H -2.33 0.68 1.74
*
```

Its HOMO energy (spin up / spin down) is -7.42 / -7.41 eV. The calculation puts the total energy at -11377.676 eV. Its LUMO energy (spin up / spin down) is 0.539 / 0.539 eV.

=====

[3]
ORCA calculation (ωB97M-V/def2-TZVPD) on a single C4H10N2O2 molecule in a non-equilibrium geometry.

ORCA input file:
```
! RIJCOSX wB97M-V def2-TZVPD def2/J DEFGRID3
* xyz 0 1
C -0.55 0.72 1.70
C 1.26 -1.06 -1.12
C -1.18 0.48 -0.60
C 1.06 -0.20 0.12
N -0.50 2.53 1.97
N -0.35 -0.05 0.47
O 0.25 0.26 2.69
O 0.09 2.71 2.99
H -1.63 0.68 1.95
H 2.30 -1.36 -1.18
H 0.64 -1.95 -1.06
H 1.01 -0.51 -2.02
H -2.21 0.56 -0.25
H -0.85 1.47 -0.92
H -1.15 -0.21 -1.44
H 1.53 -0.68 0.98
H 1.53 0.78 -0.03
H 0.49 1.02 3.27
*
```

Its HOMO energy is -8.23 eV. The calculation puts the total energy at -11381.958 eV. Its LUMO energy is -0.137 eV.

=====

[4]
ORCA calculation (ωB97M-V/def2-TZVPD) on 2 unconnected molecules or ions with the total composition C4H10N2O2 in a non-equilibrium geometry.

ORCA input file:
```
! RIJCOSX wB97M-V def2-TZVPD def2/J DEFGRID3
* xyz 0 1
C -1.06 1.71 0.99
N -1.49 -0.22 -0.47
C -0.88 0.26 0.68
C -0.20 -0.58 1.47
O -1.76 0.75 -1.48
H -2.70 0.95 -1.41
H -0.95 -0.97 -0.92
H -0.64 2.32 0.20
H -2.13 1.94 1.07
H -0.58 1.96 1.93
H -0.16 -1.64 1.27
H 0.19 -0.25 2.42
C 2.64 -0.87 -0.29
O 0.93 -1.31 -1.72
N 2.34 -1.16 -1.47
H 0.87 -1.41 -2.68
H 3.68 -0.74 -0.07
H 1.89 -0.72 0.50
*
```

Its HOMO energy is -8.12 eV. The calculation puts the total energy at -11381.144 eV. Its LUMO energy is 0.873 eV.